<A>
{
  "formula": "C2H10N2O2",
  "method": "ωB97M-V/def2-TZVPD",
  "homo_ha": -0.296,
  "lumo_ev": 0.64,
  "charge": 0,
  "symbols": ["O", "O", "N", "N", "C", "C", "H", "H", "H", "H", "H", "H", "H", "H", "H", "H"],
  "positions_angstrom": [[1.664, -0.617, 1.699], [2.677, 0.964, -0.518], [-0.080, 0.858, -1.496], [-2.585, -0.738, 0.827], [-1.795, 0.142, 0.020], [-0.757, -0.118, -0.777], [2.433, 0.714, 0.384], [-3.230, -1.308, 0.264], [1.520, -1.564, 1.608], [0.768, -0.245, 1.698], [-2.044, 1.184, 0.111], [-0.532, -1.138, -1.084], [0.922, 0.972, -1.538], [3.574, 0.643, -0.645], [-0.559, 1.696, -1.773], [-1.976, -1.443, 1.220]],
  "nbo_charge": [-0.96, -0.97, -0.87, -0.84, -0.11, -0.04, 0.50, 0.36, 0.48, 0.48, 0.17, 0.18, 0.42, 0.47, 0.37, 0.35]
}


<B>
{
  "formula": "C2H10N2O2",
  "method": "ωB97M-V/def2-TZVPD",
  "homo_ha": -0.330,
  "lumo_ev": 0.69,
  "charge": 0,
  "symbols": ["O", "O", "N", "N", "C", "C", "H", "H", "H", "H", "H", "H", "H", "H", "H", "H"],
  "positions_angstrom": [[1.161, -2.310, 4.259], [2.781, 3.226, -4.715], [-1.554, -1.040, 0.990], [0.231, 0.107, -0.145], [-2.595, -0.251, 0.490], [-0.290, -0.763, 0.784], [2.062, -2.365, 4.593], [-2.693, -0.090, -0.698], [-2.537, 0.731, 1.005], [1.870, 3.571, -4.885], [-3.596, -0.594, 0.842], [-0.371, 0.904, -0.438], [1.307, -2.132, 3.365], [0.283, -1.598, 0.889], [0.862, -0.333, -0.771], [3.081, 2.936, -5.563]],
  "nbo_charge": [-0.92, -0.94, -0.46, -0.84, -0.46, 0.25, 0.46, 0.17, 0.19, 0.47, 0.21, 0.40, 0.46, 0.16, 0.39, 0.47]
}


<C>
{
  "formula": "C2H10N2O2",
  "method": "ωB97M-V/def2-TZVPD",
  "homo_ha": -0.332,
  "lumo_ev": 0.61,
  "charge": 0,
  "symbols": ["O", "O", "N", "N", "C", "C", "H", "H", "H", "H", "H", "H", "H", "H", "H", "H"],
  "positions_angstrom": [[-0.020, 2.148, 3.091], [2.469, 4.112, 2.367], [-0.244, -1.868, -3.313], [-0.073, -1.983, -0.824], [-1.327, -1.647, -0.245], [0.272, -2.014, -2.031], [1.612, 4.321, 1.992], [1.361, -2.192, -2.141], [2.264, 4.256, 3.288], [-1.242, -1.851, -3.480], [-2.165, -1.328, -0.902], [0.447, 1.367, 2.818], [-1.153, -0.713, 0.325], [-1.686, -2.395, 0.438], [-0.850, 2.078, 2.627], [0.336, -2.293, -4.010]],
  "nbo_charge": [-0.94, -0.93, -0.84, -0.50, -0.44, 0.30, 0.47, 0.14, 0.46, 0.39, 0.16, 0.47, 0.19, 0.21, 0.46, 0.39]
}


Question: which arrangement is favored energetically? Ranking from most to least stable: <A>, <C>, <B>.


<A>
{
  "formula": "C4H12S",
  "method": "ωB97M-V/def2-TZVPD",
  "homo_ha": -0.330,
  "lumo_ev": 0.74,
  "charge": 0,
  "symbols": ["S", "C", "C", "C", "C", "H", "H", "H", "H", "H", "H", "H", "H", "H", "H", "H", "H"],
  "positions_angstrom": [[0.156, 1.508, 0.249], [-1.432, -3.054, 1.123], [1.834, 1.883, -0.537], [2.071, 3.425, -1.111], [-2.455, -2.124, 0.413], [-1.762, -1.331, -0.021], [-0.760, -3.249, 0.259], [1.900, 4.111, -0.155], [3.052, 3.391, -1.671], [2.514, 1.614, 0.176], [1.952, 1.032, -1.285], [-1.976, -3.934, 1.427], [-0.825, -2.494, 1.904], [-2.922, -2.635, -0.504], [1.369, 3.628, -1.778], [0.447, 0.063, 0.256], [-3.165, -1.832, 1.256]],
  "nbo_charge": [-0.10, -0.61, -0.47, -0.60, -0.61, 0.20, 0.19, 0.22, 0.22, 0.19, 0.20, 0.20, 0.21, 0.21, 0.20, 0.14, 0.21]
}


<B>
{
  "formula": "C4H12S",
  "method": "ωB97M-V/def2-TZVPD",
  "homo_ha": -0.338,
  "lumo_ev": 1.03,
  "charge": 0,
  "symbols": ["S", "C", "C", "C", "C", "H", "H", "H", "H", "H", "H", "H", "H", "H", "H", "H", "H"],
  "positions_angstrom": [[3.308, 0.969, -3.419], [-4.103, -2.071, 3.323], [4.464, 1.098, -1.963], [-3.743, -1.104, 2.280], [-3.304, 0.224, 2.925], [-3.287, -2.395, 3.970], [2.432, 0.045, -3.015], [-4.292, -3.103, 2.917], [-5.006, -1.703, 3.995], [4.523, 0.309, -1.254], [4.266, 1.994, -1.427], [-4.560, -0.750, 1.553], [-2.486, 0.606, 2.311], [-2.829, -0.037, 3.873], [-2.945, -1.369, 1.505], [-4.176, 0.946, 3.129], [5.543, 1.077, -2.237]],
  "nbo_charge": [-0.06, -0.62, -0.73, -0.42, -0.61, 0.21, 0.13, 0.21, 0.21, 0.23, 0.21, 0.20, 0.21, 0.20, 0.20, 0.21, 0.22]
}


Question: which arrangement is favored energetically? Ranking from most to least stable: <B>, <A>.


<A>
{
  "formula": "C3H8O2",
  "method": "ωB97M-V/def2-TZVPD",
  "homo_ha": -0.282,
  "lumo_ev": 0.63,
  "charge": 0,
  "symbols": ["O", "O", "C", "C", "C", "H", "H", "H", "H", "H", "H", "H", "H"],
  "positions_angstrom": [[-1.395, 0.574, 1.166], [-0.578, -1.483, -0.337], [0.718, -0.859, -0.340], [0.001, 1.532, 0.447], [0.492, 0.616, -0.648], [0.647, 1.402, 1.327], [-0.145, 0.665, -1.545], [1.350, -1.337, -1.101], [-1.764, 1.365, 0.727], [-0.492, -2.373, 0.027], [1.199, -0.973, 0.642], [-1.482, -0.207, 0.573], [1.449, 1.078, -0.936]],
  "nbo_charge": [-0.81, -0.75, -0.07, -0.26, -0.54, 0.12, 0.20, 0.17, 0.53, 0.48, 0.17, 0.52, 0.25]
}


<B>
{
  "formula": "C3H8O2",
  "method": "ωB97M-V/def2-TZVPD",
  "homo_ha": -0.361,
  "lumo_ev": 0.76,
  "charge": 0,
  "symbols": ["O", "O", "C", "C", "C", "H", "H", "H", "H", "H", "H", "H", "H"],
  "positions_angstrom": [[-1.055, 0.987, 0.678], [0.082, 0.184, -1.086], [0.154, 0.767, 0.111], [-1.674, -0.177, 1.146], [1.354, -0.463, -1.386], [0.747, 0.139, 0.890], [-1.067, -0.509, 1.992], [-1.645, -1.021, 0.308], [1.230, -0.280, -2.697], [1.295, -1.738, -0.920], [2.414, 0.304, -0.840], [0.780, 1.751, 0.210], [-2.613, 0.055, 1.594]],
  "nbo_charge": [-0.53, -0.57, 0.25, -0.26, -0.33, 0.10, 0.16, 0.18, 0.24, 0.22, 0.20, 0.15, 0.20]
}


<C>
{
  "formula": "C3H8O2",
  "method": "ωB97M-V/def2-TZVPD",
  "homo_ha": -0.374,
  "lumo_ev": 0.91,
  "charge": 0,
  "symbols": ["O", "O", "C", "C", "C", "H", "H", "H", "H", "H", "H", "H", "H"],
  "positions_angstrom": [[-0.897, 0.974, 1.249], [-1.094, -1.223, 0.138], [0.185, 0.484, 0.948], [0.157, -1.039, 0.791], [0.254, 0.674, -1.266], [1.124, 1.047, 1.032], [-1.578, -0.458, 0.568], [-0.153, 0.402, -2.224], [1.347, 0.531, -1.310], [0.063, 1.749, -1.121], [0.970, -1.498, 0.215], [0.088, -1.473, 1.789], [-0.465, -0.171, -0.808]],
  "nbo_charge": [-0.61, -0.70, 0.41, -0.19, -0.98, 0.16, 0.49, 0.24, 0.22, 0.23, 0.20, 0.21, 0.32]
}


Question: which arrangement is favored energetically? Ranking from most to least stable: <C>, <A>, <B>.


<A>
{
  "formula": "C3H8O2",
  "method": "ωB97M-V/def2-TZVPD",
  "homo_ha": -0.302,
  "lumo_ev": 0.73,
  "charge": 0,
  "symbols": ["O", "O", "C", "C", "C", "H", "H", "H", "H", "H", "H", "H", "H"],
  "positions_angstrom": [[1.741, -0.544, 0.401], [-0.529, 0.633, 0.953], [1.863, -0.040, -0.921], [-1.734, 0.269, 0.470], [-2.015, -0.174, -0.756], [0.108, -0.111, 0.942], [-1.525, 0.201, -1.666], [2.144, -0.767, -1.684], [-2.637, 0.553, 1.066], [-2.688, -1.011, -0.834], [0.830, 0.315, -1.219], [2.616, -0.856, 0.646], [2.354, 0.950, -0.994]],
  "nbo_charge": [-0.74, -0.72, -0.28, 0.18, -0.57, 0.52, 0.20, 0.18, 0.16, 0.21, 0.20, 0.48, 0.18]
}


<B>
{
  "formula": "C3H8O2",
  "method": "ωB97M-V/def2-TZVPD",
  "homo_ha": -0.363,
  "lumo_ev": 0.56,
  "charge": 0,
  "symbols": ["O", "O", "C", "C", "C", "H", "H", "H", "H", "H", "H", "H", "H"],
  "positions_angstrom": [[-1.466, 1.045, 2.066], [-4.397, -2.556, 0.914], [0.000, 0.000, 0.000], [-1.297, -0.152, 2.180], [-0.474, -0.864, 1.190], [0.236, -0.724, -0.798], [0.909, 0.583, 0.226], [-3.746, -3.249, 1.167], [-1.254, -1.528, 0.769], [0.262, -1.502, 1.718], [-0.777, 0.690, -0.370], [-1.882, -0.724, 2.941], [-3.954, -2.050, 0.196]],
  "nbo_charge": [-0.53, -0.94, -0.61, 0.42, -0.51, 0.21, 0.22, 0.47, 0.21, 0.23, 0.23, 0.12, 0.47]
}


Question: which arrangement is favored energetically? Ranking from most to least stable: <B>, <A>.


<A>
{
  "formula": "C8H24O8",
  "method": "ωB97M-V/def2-TZVPD",
  "homo_ha": -0.348,
  "lumo_ev": 0.43,
  "charge": 0,
  "symbols": ["O", "O", "O", "O", "O", "O", "O", "O", "C", "C", "C", "C", "C", "C", "C", "C", "H", "H", "H", "H", "H", "H", "H", "H", "H", "H", "H", "H", "H", "H", "H", "H", "H", "H", "H", "H", "H", "H", "H", "H"],
  "positions_angstrom": [[-19.351, -1.555, -19.907], [-24.781, -0.715, -28.225], [-22.176, 0.013, -28.692], [-26.104, 0.631, -24.010], [-19.702, 0.428, -17.742], [-21.229, -2.095, -23.672], [-28.191, -0.682, -25.027], [-23.203, -0.257, -23.710], [-24.000, -0.592, -27.061], [-20.592, -0.650, -17.947], [-19.699, -1.794, -18.580], [-22.874, -0.880, -22.475], [-22.173, -2.192, -22.572], [-22.571, -0.818, -27.608], [-27.136, 1.453, -24.567], [-28.376, 0.561, -24.460], [-22.803, -3.073, -22.696], [-24.019, 0.357, -26.525], [-18.893, -2.011, -17.879], [-20.424, -2.607, -18.541], [-21.159, -0.996, -17.083], [-21.615, -2.385, -21.656], [-28.672, 0.460, -23.416], [-21.352, -0.355, -18.670], [-24.175, -1.404, -26.356], [-27.060, 1.618, -25.641], [-21.732, -1.623, -24.341], [-22.582, -1.829, -28.015], [-19.501, 0.881, -18.564], [-26.306, -0.301, -24.120], [-27.301, 2.422, -24.097], [-22.167, -0.230, -21.960], [-22.000, -0.593, -26.707], [-24.951, 0.133, -28.643], [-23.847, -0.945, -21.989], [-22.221, 0.928, -28.404], [-29.021, -0.919, -25.445], [-24.076, 0.142, -23.683], [-29.252, 0.935, -24.991], [-19.102, -0.628, -19.945]],
  "nbo_charge": [-0.69, -0.73, -0.71, -0.75, -0.73, -0.71, -0.73, -0.77, -0.09, -0.09, -0.08, -0.09, -0.10, -0.08, -0.08, -0.08, 0.16, 0.16, 0.17, 0.16, 0.19, 0.19, 0.16, 0.16, 0.18, 0.16, 0.47, 0.19, 0.46, 0.49, 0.19, 0.16, 0.15, 0.47, 0.17, 0.46, 0.49, 0.50, 0.16, 0.45]
}


<B>
{
  "formula": "C8H24O8",
  "method": "ωB97M-V/def2-TZVPD",
  "homo_ha": -0.358,
  "lumo_ev": 0.51,
  "charge": 0,
  "symbols": ["O", "O", "O", "O", "O", "O", "O", "O", "C", "C", "C", "C", "C", "C", "C", "C", "H", "H", "H", "H", "H", "H", "H", "H", "H", "H", "H", "H", "H", "H", "H", "H", "H", "H", "H", "H", "H", "H", "H", "H"],
  "positions_angstrom": [[-13.045, -23.479, -7.742], [-11.507, -22.355, -10.341], [-6.829, -22.163, -4.622], [-8.813, -20.637, -3.414], [-6.972, -19.365, -5.577], [-11.026, -20.118, -5.217], [-7.894, -24.526, -3.335], [-5.033, -25.234, -3.151], [-9.863, -21.550, -3.729], [-7.214, -25.546, -4.026], [-11.888, -22.671, -7.922], [-11.148, -20.841, -3.998], [-5.804, -21.412, -5.238], [-5.865, -19.952, -4.897], [-11.961, -21.756, -9.130], [-6.107, -26.167, -3.243], [-13.015, -21.516, -9.289], [-13.527, -23.569, -8.569], [-11.976, -21.557, -4.035], [-4.818, -21.789, -4.942], [-9.564, -22.221, -4.542], [-7.451, -23.691, -3.527], [-7.923, -26.350, -4.258], [-10.550, -22.288, -10.366], [-5.852, -21.545, -6.326], [-4.916, -19.496, -5.189], [-6.930, -18.406, -5.518], [-11.429, -20.826, -8.919], [-8.867, -19.920, -4.060], [-11.326, -20.171, -3.147], [-11.756, -19.497, -5.289], [-6.017, -19.876, -3.812], [-7.454, -21.535, -4.229], [-5.810, -27.092, -3.756], [-11.830, -22.021, -7.040], [-4.378, -25.559, -2.528], [-6.455, -26.424, -2.237], [-10.035, -22.201, -2.868], [-10.973, -23.270, -7.914], [-6.815, -25.198, -4.985]],
  "nbo_charge": [-0.72, -0.72, -0.77, -0.74, -0.74, -0.74, -0.74, -0.73, -0.10, -0.08, -0.09, -0.10, -0.07, -0.10, -0.10, -0.09, 0.18, 0.47, 0.18, 0.18, 0.19, 0.50, 0.17, 0.47, 0.17, 0.17, 0.47, 0.17, 0.49, 0.17, 0.47, 0.17, 0.50, 0.15, 0.18, 0.47, 0.17, 0.20, 0.17, 0.17]
}


Question: which arrangement is favored energetically? Ranking from most to least stable: <B>, <A>.


<A>
{
  "formula": "C4H7NO",
  "method": "ωB97M-V/def2-TZVPD",
  "homo_ha": -0.346,
  "lumo_ev": 0.96,
  "charge": 0,
  "symbols": ["O", "N", "C", "C", "C", "C", "H", "H", "H", "H", "H", "H", "H"],
  "positions_angstrom": [[-0.157, 2.306, 0.364], [-0.963, -0.689, -0.707], [-0.388, 1.187, 0.101], [1.538, -0.453, 0.200], [0.321, 0.041, -0.710], [-1.559, 0.211, 0.363], [0.688, 0.294, -1.742], [2.357, 0.322, -0.048], [1.910, -1.439, -0.084], [-0.947, -1.661, -0.474], [1.269, -0.421, 1.340], [-1.598, -0.229, 1.410], [-2.471, 0.531, -0.013]],
  "nbo_charge": [-0.50, -0.62, 0.62, -0.64, -0.16, -0.35, 0.21, 0.23, 0.22, 0.36, 0.21, 0.21, 0.22]
}


<B>
{
  "formula": "C4H7NO",
  "method": "ωB97M-V/def2-TZVPD",
  "homo_ha": -0.337,
  "lumo_ev": -0.52,
  "charge": 0,
  "symbols": ["O", "N", "C", "C", "C", "C", "H", "H", "H", "H", "H", "H", "H"],
  "positions_angstrom": [[1.324, 0.396, -1.547], [1.157, -0.017, -0.426], [-0.703, -1.231, -0.044], [2.395, -0.664, 0.137], [-1.921, 1.117, 0.287], [-1.658, -0.356, -0.015], [2.355, -1.716, -0.260], [-2.697, 1.004, 1.146], [3.178, -0.016, -0.240], [-2.327, 1.647, -0.637], [2.309, -0.641, 1.198], [-0.864, 1.463, 0.535], [-2.548, -0.986, -0.132]],
  "nbo_charge": [-0.27, 0.18, 0.11, -0.51, -0.64, -0.53, 0.25, 0.24, 0.21, 0.23, 0.21, 0.24, 0.27]
}


<C>
{
  "formula": "C4H7NO",
  "method": "ωB97M-V/def2-TZVPD",
  "homo_ha": [-0.307, -0.325],
  "lumo_ev": [0.37, 0.35],
  "charge": 0,
  "symbols": ["O", "N", "C", "C", "C", "C", "H", "H", "H", "H", "H", "H", "H"],
  "positions_angstrom": [[-1.070, 2.329, -0.682], [-2.086, 2.093, 0.059], [0.807, -1.403, 0.113], [-0.883, 1.887, -1.868], [1.753, -1.906, 1.169], [0.249, -1.993, 1.107], [2.305, -2.784, 0.954], [0.587, -1.077, -0.831], [-1.863, 2.593, 0.903], [2.251, -1.303, 1.934], [-1.574, 1.367, -2.471], [-0.531, -2.121, 1.828], [0.054, 2.319, -2.216]],
  "nbo_charge": [-0.19, -0.39, -0.18, -0.06, -0.44, -0.18, 0.17, 0.21, 0.29, 0.18, 0.18, 0.23, 0.17]
}


<D>
{
  "formula": "C4H7NO",
  "method": "ωB97M-V/def2-TZVPD",
  "homo_ha": -0.353,
  "lumo_ev": 0.82,
  "charge": 0,
  "symbols": ["O", "N", "C", "C", "C", "C", "H", "H", "H", "H", "H", "H", "H"],
  "positions_angstrom": [[1.804, 0.754, 0.699], [0.674, 1.502, 0.549], [-0.527, -0.518, -0.335], [-0.367, 0.925, 0.051], [0.289, -1.106, -1.217], [-1.780, -1.209, 0.245], [-1.838, -2.294, 0.052], [-1.925, -0.914, 1.336], [-1.190, 1.609, -0.138], [0.037, -2.097, -1.670], [1.092, -0.566, -1.654], [-2.587, -0.697, -0.314], [1.568, -0.139, 0.488]],
  "nbo_charge": [-0.53, -0.07, -0.06, -0.05, -0.40, -0.64, 0.23, 0.23, 0.21, 0.21, 0.21, 0.22, 0.45]
}


Question: which arrangement is favored energetically? Ranking from most to least stable: <A>, <D>, <B>, <C>.